{
  "formula": "C7H9NO",
  "method": "wB97M-V/def2-TZVPD",
  "smiles": "CC1=C[C@@H]2[C@@H](C)N2C1=O",
  "charge": 0,
  "energy_ev": -10940.7648,
  "largest_force_ha_per_bohr": 0.063,
  "e_homo_ev": -9.5,
  "e_above_lowest_kj_mol": 197.8,
  "lumo_energy_ev": 0.401,
  "symbols": ["C", "C", "C", "C", "C", "C", "C", "H", "H", "H", "H", "H", "H", "H", "H", "H", "N", "O"],
  "coordinates": [[-0.8762, -1.8517, 2.2422], [-0.6062, -0.7445, 1.2478], [-1.0443, -0.6392, -0.1974], [-0.8671, 0.6509, -0.9414], [0.4500, 0.8854, -1.1451], [1.2097, 2.0226, -1.7811], [1.2161, -0.0850, -0.3723], [-1.8344, -1.6840, 2.7123], [-0.9036, -2.8633, 1.7121], [-0.0501, -1.7828, 3.0008], [-0.3362, 0.2248, 1.6029], [-1.7771, -1.3189, -0.5393], [-1.6417, 1.3346, -1.3732], [1.9790, 1.6117, -2.4508], [1.6976, 2.6964, -1.0052], [0.6135, 2.7645, -2.4463], [0.3092, -1.0863, 0.0534], [2.4619, -0.1352, -0.3196]]
}